Entry 1:
53
Properties=species:S:1:pos:R:3 method="wB97M-V/def2-TZVPD" gap_ev=10.4 smiles="CC[C@H]1C[C@@H](O)COS1(=O)=O.O.O.O.O.O.O.O.O.O.O" homo_ev=-10.491 charge=0
C 7.32844 -1.18177 -1.84434
C 7.09324 -0.85804 -3.33641
C 5.63687 -0.68864 -3.72540
C 4.86620 -2.03275 -3.66369
C 3.82011 -2.19245 -2.56605
O 4.39480 -2.75096 -1.38160
C 3.12758 -0.93430 -2.17582
O 4.06923 0.03012 -1.64758
S 4.89217 0.67900 -2.83984
O 5.86846 1.51643 -2.26352
O 4.01018 1.31804 -3.75577
H 7.53952 -2.23930 -1.73390
H 6.48478 -0.90543 -1.23445
H 8.21286 -0.66205 -1.51125
H 7.55616 -1.62249 -3.94879
H 7.60085 0.07247 -3.55229
H 5.62330 -0.36024 -4.75297
H 4.38222 -2.19543 -4.61805
H 5.57512 -2.83876 -3.53382
H 3.04269 -2.87450 -2.90605
H 4.47301 -3.70547 -1.52901
H 2.45277 -1.18428 -1.37391
H 2.51961 -0.52898 -2.97549
O 0.32297 -2.30387 -1.28017
H -0.40523 -1.68258 -1.13643
H 0.51789 -2.64743 -0.40230
O -0.70997 0.13782 0.15674
H -0.21773 0.88439 0.51516
H -1.43280 0.54967 -0.33193
O -2.99132 1.68455 0.66107
H -3.69591 2.32210 0.81478
H -2.81241 1.33347 1.53931
O -3.75703 3.16525 3.06771
H -4.47532 3.79403 3.20695
H -3.58335 2.81419 3.94773
O -2.09275 -0.75596 -2.06387
H -2.69493 -0.12522 -2.47332
H -2.21160 -1.57166 -2.56348
O -6.61384 2.74944 3.74651
H -7.50767 2.92432 3.43374
H -6.36435 1.92535 3.31126
O -6.88488 0.36153 5.50725
H -6.37786 1.10052 5.86029
H -7.59088 0.78915 5.00549
O -9.48010 1.98548 4.64901
H -10.07445 1.58895 5.29616
H -10.03149 2.62017 4.17830
O 0.39228 2.25350 -1.44212
H 1.00653 2.74185 -2.00175
H 0.80181 1.38713 -1.33192
O -7.21570 -1.64069 7.86300
H -7.06307 -1.49363 6.92168
H -7.32701 -0.75209 8.21510

Entry 2:
57
Properties=species:S:1:pos:R:3 method="wB97M-V/def2-TZVPD" gap_ev=7.5 homo_ev=-3.243 charge=-2
C -0.67652 0.57617 0.35493
C -0.70163 -0.41352 -0.53724
C 0.55503 -1.06866 -1.04518
O 0.58652 -1.96001 -1.96550
C 1.76019 -0.68987 -0.53221
C 1.89225 0.18768 0.57887
C 0.57209 1.03632 0.95153
O 0.62219 1.93227 1.79553
O 2.95165 0.47401 1.17302
O -1.83944 -0.64306 -1.05785
H -1.62218 1.04301 0.58868
H 2.64751 -1.20707 -0.86671
O -5.35676 0.65158 -1.40669
H -4.75239 -0.09379 -1.35568
H -6.16286 0.33340 -0.99805
O -4.13495 -1.58460 0.42715
H -4.16476 -0.93473 1.13457
H -3.31694 -1.39421 -0.04313
O -1.20111 3.96712 1.91138
H -0.76567 4.62166 2.45947
H -0.54122 3.27365 1.79405
O -1.69797 -3.66626 -1.01351
H -2.63494 -3.74826 -1.19820
H -1.46820 -2.78423 -1.32115
O 0.70205 1.74817 4.35840
H 0.48261 0.85437 4.62455
H 0.55397 1.76229 3.40213
O 2.92509 -0.39429 -3.45552
H 2.61333 -0.81878 -4.25627
H 2.46519 -0.85135 -2.74689
O 4.36812 -1.99701 0.67151
H 3.75151 -2.61879 0.27031
H 3.86626 -1.17823 0.72962
O -2.47269 0.06350 -3.80748
H -2.26417 -0.82477 -4.10418
H -2.09882 0.09579 -2.92422
O -2.99869 0.02880 2.62088
H -2.77924 -0.81134 3.02776
H -2.27126 0.20140 2.01678
O -3.25101 2.78713 -1.24472
H -3.68121 1.93614 -1.36574
H -3.20533 2.90282 -0.29369
O 2.76280 -3.72519 -0.84139
H 1.99759 -3.30117 -1.24450
H 2.42991 -4.08990 -0.01885
O 2.94595 -0.62362 3.67226
H 2.06317 -0.74522 4.02386
H 2.83477 0.00907 2.95303
O 2.53690 4.34428 2.05241
H 3.17846 3.94238 1.45661
H 2.04961 3.60098 2.41386
O 4.21808 2.77780 0.50987
H 3.65892 2.00660 0.67031
H 4.24688 2.85958 -0.44497
O -1.00823 -2.42457 -4.37809
H -0.66847 -3.30155 -4.56100
H -0.50195 -2.12391 -3.61469

Entry 3:
49
Properties=species:S:1:pos:R:3 method="wB97M-V/def2-TZVPD" gap_ev=9.7 homo_ev=-12.150 charge=+1
N -2.16964 -0.61110 0.29101
C -1.27709 -1.09026 -0.79861
C -0.94488 -2.58181 -0.61069
C -0.06191 -0.10444 -0.92921
N 0.27652 0.39562 0.41366
C 2.51400 1.32214 -0.39129
C 1.27607 1.53416 0.45866
C 0.54508 2.83068 0.18575
H -1.75987 -0.92192 1.17856
H -2.26491 0.40071 0.38988
H -3.11018 -0.98782 0.41535
H -1.77311 -0.98384 -1.75817
H -1.22384 -3.05143 -1.54862
H 0.12070 -2.76018 -0.53377
H -1.50174 -3.08401 0.17439
H -0.35823 0.66158 -1.62777
H 0.83589 -0.58204 -1.32355
H 0.80492 -0.35224 0.85165
H 2.46678 0.69217 -1.27426
H 3.32009 0.88162 0.19399
H 2.91481 2.28594 -0.71606
H 1.58813 1.52565 1.49728
H 1.17791 3.68556 0.42916
H 0.34110 2.95129 -0.88347
H -0.42183 2.88909 0.66824
H 2.15332 -2.19563 -0.22559
H 3.53426 -1.95575 -0.98022
O 2.58002 -1.86487 -1.03206
H 1.72160 1.03310 -4.91568
H 2.39774 0.79347 -3.55218
O 1.85112 1.42123 -4.04295
H 0.14901 -3.61101 4.35592
H 0.85526 -2.28971 4.40842
O 0.29339 -2.81762 3.82438
H 0.35666 2.16687 -3.44007
H -0.75488 3.18093 -3.83142
O -0.47453 2.58536 -3.13073
H 0.66325 -2.46054 1.87347
H 2.02147 -2.96839 2.19677
O 1.51886 -2.62748 1.45034
H -2.87413 -0.65989 3.33174
H -2.65793 -2.05655 3.72467
O -2.74626 -1.52885 2.91962
H -1.64334 2.13735 -1.82599
H -3.00338 2.66902 -1.55611
O -2.41339 1.97443 -1.24022
H -2.02508 1.92761 1.98952
H -0.92428 1.11465 2.48886
O -1.89350 1.08716 2.45738

Entry 4:
50
Properties=species:S:1:pos:R:3 method="wB97M-V/def2-TZVPD" gap_ev=8.6 smiles=CC(C)NCCCS.O.O.O.O.O.O.O.O.O homo_ev=-8.595 charge=0
C -0.84188 2.28161 -0.03833
C -1.99777 2.62699 0.86766
S -1.44727 3.68154 2.36166
C -0.66632 0.80959 -0.19276
N 0.45842 0.35631 0.78079
C 2.28621 0.69283 -0.48293
C 1.53459 -0.47743 0.09692
C 2.23876 -1.33541 1.21641
H -0.92252 2.83990 -1.09907
H 0.07939 2.60631 0.44347
H -2.70337 1.66906 0.95897
H -2.65775 3.33422 0.34089
H -0.61140 2.74126 2.95681
H -1.49131 0.12806 -0.17009
H -0.20385 0.59325 -1.19090
H 0.07698 -0.04725 1.64607
H 2.57408 1.42698 0.35258
H 3.15843 0.52335 -1.04412
H 1.57155 1.25791 -1.21583
H 1.11748 -1.14294 -0.67992
H 2.55499 -0.71296 2.02392
H 2.99489 -2.01169 1.02007
H 1.70100 -2.11488 1.51867
H 1.25436 4.79962 -0.95501
H 2.62526 4.24315 -0.71047
O 1.83145 4.10776 -1.21698
H 0.60775 1.67419 -4.33182
H 1.09610 1.87371 -3.02882
O 0.80489 1.16941 -3.60674
H 2.30990 2.26093 2.53376
H 1.14263 1.66599 2.36843
O 1.54299 2.27084 3.00361
H -1.34533 -1.44114 -1.56920
H -1.80639 -0.17500 -2.38668
O -2.19653 -0.98764 -1.99481
H -1.19840 -1.78578 2.67387
H -0.58291 -1.60654 4.12942
O -1.01307 -1.24971 3.32969
H -0.04057 -3.93275 1.06756
H -1.02585 -4.12768 0.27223
O -0.83935 -3.74727 1.10989
H 0.65818 -0.66915 -3.40369
H 0.46477 -2.09230 -3.63558
O 0.12014 -1.29794 -3.19569
H -3.52128 -3.35062 0.52937
H -2.56758 -2.87377 1.45299
O -3.43267 -3.11720 1.54859
H -1.93909 -3.94632 -1.61739
H -0.65713 -3.25616 -1.54171
O -1.09559 -4.13524 -1.29578

Entry 5:
51
Properties=species:S:1:pos:R:3 method="wB97M-V/def2-TZVPD" gap_ev=9.4 homo_ev=-11.901 charge=+1
C -1.31157 0.22132 -0.58254
C -1.63801 0.62261 0.79167
C -2.70024 0.01777 1.63447
C -3.95246 -0.25597 1.16775
C -2.54031 -0.47056 3.06300
C -1.12011 -0.97975 3.47547
N -0.77980 -1.19732 -0.60323
H -0.45702 0.84409 -0.94483
H -1.95620 0.40986 -1.43530
H -1.91836 1.70881 0.75345
H -0.63425 0.76411 1.23816
H -4.58766 -0.77030 1.82726
H -4.34841 -0.00083 0.22405
H -2.81942 0.33882 3.70185
H -3.31310 -1.22600 2.97759
H -0.82492 -0.12984 4.03997
H -1.54152 -1.80040 4.06266
H -0.39987 -1.13308 2.71077
H -0.06001 -1.23707 -1.41657
H -1.55041 -1.84476 -0.71791
H -0.26654 -1.55938 0.20154
H 1.14728 2.95624 -0.17343
H 2.66340 3.11761 0.10213
O 2.04878 2.54792 -0.38797
H 1.27530 2.96092 -2.32621
H 1.35517 2.15040 -3.55763
O 1.14652 3.07744 -3.28289
H -0.56569 3.25609 -2.96838
H -1.64506 4.20232 -2.34229
O -1.35641 3.31318 -2.37309
H 2.68189 -2.24231 0.64091
H 2.92851 -2.36779 2.19281
O 2.35704 -2.09273 1.50704
H -0.22710 -3.60577 3.39443
H 0.93040 -2.95527 3.83146
O 0.56753 -3.22560 2.96975
H 2.51126 1.04902 -4.87663
H 2.38317 -0.51999 -4.60668
O 1.88916 0.35640 -4.61790
H 0.86443 -4.47642 0.57860
H 0.61165 -3.06948 1.18377
O 0.46634 -3.61672 0.38922
H -0.28566 4.24128 1.08105
H -1.15665 3.14624 0.19695
O -0.29478 3.46867 0.56105
H 3.99954 -1.70177 -3.00005
H 3.58268 -0.25956 -2.66287
O 3.28708 -1.06497 -3.13851
H 2.06705 -1.01395 -2.00794
H 1.87334 0.48046 -1.18290
O 1.61401 -0.43398 -1.29307

Entry 6:
51
Properties=species:S:1:pos:R:3 method="wB97M-V/def2-TZVPD" gap_ev=9.6 smiles="C/C=C/CCC.O.O.O.O.O.O.O.O.O.O.O" homo_ev=-9.353 charge=0
C -2.90875 -1.57824 0.97312
C -2.43813 -1.97490 -0.45980
C -1.72255 -0.93855 -1.31555
C -0.33934 -0.54139 -0.73331
C 0.04265 0.70853 -0.56812
C 1.37263 0.99158 -0.10397
H -2.46468 -0.69252 1.44590
H -2.85112 -2.55567 1.66554
H -3.93193 -1.35401 0.84987
H -3.31902 -2.10371 -1.06835
H -1.84865 -3.00192 -0.39755
H -2.29750 -0.00904 -1.07668
H -1.71970 -0.99491 -2.37571
H 0.14828 -1.48665 -0.58057
H -0.60466 1.41042 -0.88437
H 1.60467 0.39557 0.74723
H 1.43861 2.08573 0.36195
H 2.14416 0.93218 -0.84351
H 3.28042 1.16388 3.40476
H 2.02745 1.72033 2.65472
O 3.00767 1.49045 2.58077
H 0.27824 0.48113 1.99373
H -0.26115 1.82608 2.31145
O 0.31327 1.10457 2.69459
H -0.71759 3.90080 -2.74148
H -1.13473 2.59071 -2.78226
O -1.48941 3.38000 -2.44658
H 2.51733 -3.99512 1.09842
H 2.28083 -2.58123 1.42982
O 2.09926 -3.27773 0.79732
H -2.48610 3.16882 -0.85002
H -3.75778 2.37430 -0.88596
O -3.21725 2.94224 -0.15468
H 0.20152 -0.55266 3.90612
H -1.22841 -0.68621 3.33569
O -0.50125 -1.19889 3.54140
H 2.83208 -2.35974 -0.48701
H 3.78709 -1.34962 -1.11826
O 3.00717 -1.94902 -1.35772
H -2.63529 2.22914 1.34041
H -3.25498 1.67822 2.43750
O -2.37078 1.55567 1.97848
H 2.16463 -1.05319 -2.54760
H 2.14799 -1.49583 -3.97844
O 1.73457 -0.76384 -3.44665
H 0.31717 0.72725 -3.35136
H -0.67575 0.75132 -4.49861
O -0.22897 1.36489 -3.92810
H 4.46152 -0.79440 1.57332
H 3.39716 -0.44825 0.70638
O 3.79913 -1.23660 1.15377

Asked for ΔE to the lowest compared entry with this formula, charge and spin across the records above, the calculation gives 8.9 6.5 39.7 168.8 91.3 106.8 kcal per mole in order.
Asked for lowest unoccupied orbital energy across the records above, the calculation gives -0.06 4.29 -2.43 -0.02 -2.51 0.29 eV in order.